<A>
Below is C5H8N2OS in the gas phase, with properties calculated with ωB97M-V with the def2-TZVPD basis set.

```
17
Properties=species:S:1:pos:R:3:mulliken_charge:R:1
H -2.0336 -0.1122 -2.4808 0.24
N -1.4819 -0.1322 -1.6461 -0.50
C -0.6955 0.8357 -1.5154 0.30
S 0.0015 2.2181 -2.4146 -0.14
C 1.1826 2.5449 -1.1829 -0.35
C 1.2185 1.7461 -0.1130 -0.26
N 0.2614 0.7958 -0.0647 0.05
O -0.1820 0.1114 1.0153 -0.26
C 0.3840 -1.2277 1.1717 -0.11
C -0.7528 -2.2535 1.2013 -1.20
H 1.6769 3.5387 -1.1634 0.31
H 1.7639 2.0513 0.8019 0.33
H 1.1476 -1.3937 0.4263 0.36
H 0.7885 -1.3485 2.2466 0.23
H -1.4210 -2.0850 0.3941 0.33
H -0.4090 -3.2516 1.3486 0.36
H -1.4491 -2.0377 1.9751 0.32
```

molecular weight: 144.20 u
total charge: 0
gap between HOMO and LUMO: 8.38 eV
SMILES string: [H]/N=c1\sccn1OCC

---

<B>
Below is a molecular structure, C5H8N2OS, with properties calculated with ωB97M-V with the def2-TZVPD basis set.

```
17
Properties=species:S:1:pos:R:3:mulliken_charge:R:1
N 0.3581 -0.0825 -2.7452 -0.61
N 1.5109 1.2763 -0.9131 -0.61
O -0.7768 0.6637 2.7088 -0.52
S 1.2256 1.3459 -2.5923 0.12
C 0.1610 -0.5489 -1.5333 0.86
C 0.8099 0.2681 -0.5009 0.48
C -0.6377 -1.8016 -1.3244 -1.15
C -0.3493 1.1205 1.4530 -0.46
C 0.6943 0.1459 0.9853 -0.61
H -1.2784 1.3162 3.2278 0.31
H -1.4791 -1.5505 -0.6080 0.27
H -1.1184 -2.2013 -2.2228 0.34
H -0.0037 -2.5862 -0.9214 0.30
H -1.1791 1.0569 0.7548 0.30
H 0.0294 2.1385 1.4731 0.33
H 0.4208 -0.8713 1.2425 0.32
H 1.6126 0.3101 1.5161 0.33
```

molecular weight: 144.20 u
total charge: 0
gap between HOMO and LUMO: 9.89 eV

---

The winner here is <B>, beating the second structure by 0.1336 hartree.

---

<A>
Below is 6 unconnected molecules or ions with the total composition H12O5S, with properties calculated with ωB97M-V with the def2-TZVPD basis set.

```
18
Properties=species:S:1:pos:R:3:mulliken_charge:R:1
O 0.3514 2.8460 0.7512 -0.62
H 0.1372 2.2685 -0.0105 0.38
H 1.1986 2.4669 0.9014 0.32
O -1.2423 0.3398 1.2835 -0.66
H -1.6417 1.2383 1.4761 0.31
H -1.7169 0.1162 0.4704 0.34
O 1.5188 0.4603 1.4421 -0.69
H 1.8817 -0.2823 1.9717 0.32
H 0.5480 0.2205 1.4593 0.34
O -2.0357 0.3738 -1.3537 -0.65
H -2.3483 1.0618 -1.8318 0.32
H -1.0686 0.5628 -1.3565 0.38
O 0.7202 0.7554 -1.3774 -0.69
H 1.2130 0.5153 -0.5365 0.32
H 1.2252 0.3415 -2.0952 0.27
S 0.3871 -2.5119 -0.3970 -0.28
H 0.0080 -3.7278 -0.8844 0.14
H -0.1289 -2.7950 0.8223 0.14
```

molecular weight: 124.16 u
total charge: 0
gap between HOMO and LUMO: 10.29 eV
SMILES string: O.O.O.O.O.S

---

<B>
Below is 6 unconnected molecules or ions with the total composition H12O5S, with properties calculated with ωB97M-V with the def2-TZVPD basis set.

```
18
Properties=species:S:1:pos:R:3:mulliken_charge:R:1
O 0.9192 -2.3413 1.5140 -0.68
H 1.0073 -1.6084 2.1042 0.33
H 1.7610 -2.1825 1.0626 0.32
O -1.7351 -1.1347 0.8426 -0.66
H -0.8761 -1.5137 1.0692 0.41
H -1.6181 -0.7238 -0.0278 0.32
O 2.6479 0.1066 0.8573 -0.64
H 2.0147 0.6115 0.3342 0.33
H 3.2387 -0.2624 0.1958 0.31
O -1.7546 0.6493 -1.2730 -0.53
H -2.2241 1.4558 -1.0699 0.24
H -1.1737 0.7589 -2.0184 0.27
O 1.1991 0.5571 -2.3439 -0.60
H 1.4066 -0.3793 -2.4407 0.33
H 0.4928 0.6730 -2.9689 0.29
S -1.5829 2.1627 1.7865 -0.25
H -2.4360 2.3187 0.7634 0.04
H -1.2867 0.8524 1.6128 0.18
```

molecular weight: 124.16 u
total charge: 0
gap between HOMO and LUMO: 9.29 eV
SMILES string: O.O.O.O.O.S

---

The winner here is <A>, beating the second structure by 0.0190 hartree.

---

<A>
Below is 2 unconnected molecules or ions with the total composition C17H21NO4, with properties calculated with ωB97M-V with the def2-TZVPD basis set.

```
43
Properties=species:S:1:pos:R:3:mulliken_charge:R:1
C 2.7568 2.8775 -2.2430 -1.45
C 1.3652 3.0433 -1.6269 1.46
C 1.0362 4.5304 -1.4492 -1.66
O 0.3769 2.5121 -2.5508 -0.33
C 0.2136 1.1520 -2.5528 0.02
O -0.3839 0.5554 -3.4301 -0.63
C 0.7761 0.3790 -1.4411 0.58
C 0.8103 -0.9682 -1.5177 -0.58
C 1.3133 -1.8838 -0.4935 0.31
C 2.5771 -1.7166 0.0740 -0.14
C 3.0194 -2.5642 1.0627 -0.80
C 2.2113 -3.5850 1.5162 -0.43
C 0.9615 -3.7685 0.9631 -0.66
C 0.5171 -2.9324 -0.0360 -0.19
C 1.1055 1.1191 -0.2151 0.46
O 1.1150 0.5206 0.8432 -0.54
O 1.3664 2.4591 -0.2994 -0.35
H 2.9912 1.8247 -2.3817 0.30
H 2.7965 3.3644 -3.2148 0.38
H 3.5161 3.3111 -1.5956 0.36
H 0.0452 4.6267 -1.0091 0.40
H 1.7545 5.0078 -0.7847 0.39
H 1.0336 5.0347 -2.4137 0.40
H 0.3869 -1.4197 -2.4005 0.64
H 3.1879 -0.8881 -0.2407 0.44
H 3.9931 -2.4175 1.5011 0.40
H 2.5538 -4.2426 2.3002 0.40
H 0.3162 -4.5502 1.3293 0.42
H -0.4691 -3.0535 -0.4503 0.52
C -4.0941 0.0885 1.7923 -0.53
C -3.7865 -1.3426 2.3045 -0.52
C -2.3807 -1.6840 1.7721 -0.47
N -1.7658 -0.3947 1.3906 -0.23
C -2.8532 0.5208 0.9866 -0.55
H -5.0125 0.1216 1.1918 0.27
H -4.2543 0.7729 2.6349 0.24
H -3.7904 -1.3690 3.4016 0.23
H -4.5434 -2.0678 1.9771 0.29
H -1.7644 -2.1814 2.5299 0.33
H -2.4464 -2.3530 0.9043 0.16
H -0.9468 -0.4394 0.7656 0.02
H -3.0396 0.4433 -0.0926 0.28
H -2.5657 1.5570 1.1985 0.37
```

molecular weight: 303.36 u
total charge: 0
gap between HOMO and LUMO: 7.31 eV
SMILES string: CC1(C)OC(=O)C(=Cc2ccccc2)C(=O)O1.C1CCNC1

---

<B>
Below is C17H21NO4 in the gas phase, with properties calculated with ωB97M-V with the def2-TZVPD basis set.

```
43
Properties=species:S:1:pos:R:3:mulliken_charge:R:1
C -3.7263 -3.7274 -0.7806 -1.35
C -2.7900 -2.6267 -0.3022 0.09
C -3.2895 -2.0076 1.0035 -0.69
O -2.3909 -1.0503 1.5326 -0.47
C -2.1096 0.1110 0.8748 0.27
C -0.8922 0.6819 1.2350 -0.25
C -0.4456 1.8850 0.7089 0.40
C 0.8925 2.4471 1.0868 -1.22
C 1.9606 2.1129 0.0443 0.70
O 2.7451 2.9289 -0.3859 -0.67
N 1.9434 0.8212 -0.3480 0.08
C 2.9144 0.2735 -1.2747 -1.02
C 3.8375 -0.6830 -0.5944 0.41
C 4.9865 -0.4823 0.1125 -0.35
C 5.3994 -1.7580 0.5687 -0.43
C 4.4693 -2.6366 0.1093 -0.45
O 3.5181 -1.9975 -0.5922 -0.33
C -1.2446 2.5260 -0.2241 -1.11
C -2.4619 1.9831 -0.5928 -0.58
C -2.9235 0.7887 -0.0533 0.87
O -4.1412 0.2414 -0.3773 -0.38
C -4.9361 0.8818 -1.3431 -1.02
H -3.7952 -4.5205 -0.0396 0.35
H -4.7240 -3.3288 -0.9501 0.32
H -3.3635 -4.1562 -1.7114 0.36
H -1.7879 -3.0308 -0.1407 0.29
H -2.7198 -1.8474 -1.0631 0.17
H -3.3393 -2.7739 1.7832 0.44
H -4.2860 -1.5806 0.8636 0.23
H -0.3083 0.1497 1.9722 0.53
H 1.2241 2.0374 2.0433 0.33
H 0.8501 3.5334 1.1703 0.31
H 1.2745 0.1895 0.0651 0.16
H 2.3936 -0.2381 -2.0901 0.32
H 3.4781 1.1241 -1.6655 0.43
H 5.4733 0.4561 0.2800 0.51
H 6.2669 -1.9839 1.1538 0.41
H 4.3755 -3.6999 0.2069 0.45
H -0.9210 3.4568 -0.6636 0.45
H -3.0658 2.5159 -1.3093 0.43
H -5.8224 0.2574 -1.4489 0.27
H -4.4252 0.9489 -2.3092 0.39
H -5.2385 1.8827 -1.0190 0.35
```

molecular weight: 303.36 u
total charge: 0
gap between HOMO and LUMO: 8.89 eV
SMILES string: CCCOc1cc(CC(=O)NCc2ccco2)ccc1OC

---

The winner here is <A>, beating the second structure by 0.0141 hartree.

---

<A>
Below is 2 unconnected molecules or ions with the total composition C2H11N3, with properties calculated with ωB97M-V with the def2-TZVPD basis set.

```
16
Properties=species:S:1:pos:R:3:mulliken_charge:R:1
C -3.6036 1.2728 0.2849 -0.67
N -2.9402 0.1474 0.9594 -0.51
H -3.7314 1.0754 -0.7732 0.31
H -3.2097 2.2275 0.3637 0.26
H -4.6559 1.3122 0.8002 0.20
H -2.3368 0.3952 1.7806 0.21
H -2.3775 -0.2947 0.2405 0.20
N 1.8070 -0.2845 -1.5130 -0.37
C 2.7117 -0.8131 -0.5672 -0.24
N 2.3691 -0.5143 0.7756 -0.28
H 0.7533 -0.1712 -1.1787 0.25
H 1.8695 0.7223 -1.8111 0.35
H 2.7714 -1.9717 -0.7176 0.33
H 3.8182 -0.5897 -0.8493 0.35
H 1.9457 0.3712 0.9397 0.27
H 1.8528 -1.2747 1.3446 0.34
```

multiplicity: 2
molecular weight: 77.13 u
total charge: +1
expectation value of S²: 0.76
gap between HOMO and LUMO (alpha / beta): 8.05 / 3.06 eV

---

<B>
Below is 2 unconnected molecules or ions with the total composition C2H11N3, with properties calculated with ωB97M-V with the def2-TZVPD basis set.

```
16
Properties=species:S:1:pos:R:3:mulliken_charge:R:1
C 2.4919 2.9109 -0.3908 -0.63
N 2.9621 2.5725 0.9726 -0.51
H 3.4169 3.0182 -0.9826 0.27
H 2.1017 4.0128 -0.2295 0.27
H 1.7707 2.3050 -0.8665 0.21
H 3.2689 1.5610 0.9623 0.20
H 2.2501 2.5908 1.5498 0.19
N -2.7671 -2.4394 -1.0485 -0.49
C -1.7543 -2.4319 -0.1033 -0.17
N -1.6945 -1.1709 0.7241 -0.16
H -2.6006 -1.8975 -1.8936 0.24
H -3.3226 -3.3254 -1.0966 0.27
H -1.7835 -3.2856 0.5675 0.37
H -0.6610 -2.5778 -0.3862 0.32
H -2.4395 -0.5443 0.6024 0.30
H -1.2393 -1.2984 1.6189 0.32
```

multiplicity: 2
molecular weight: 77.13 u
total charge: +1
expectation value of S²: 0.75
gap between HOMO and LUMO (alpha / beta): 8.07 / 2.99 eV

---

The winner here is <B>, beating the second structure by 0.0034 hartree.

---

<A>
Below is 2 unconnected molecules or ions with the total composition CH3Cl2PS, with properties calculated with ωB97M-V with the def2-TZVPD basis set.

```
8
Properties=species:S:1:pos:R:3:mulliken_charge:R:1
C -0.3177 -1.6932 0.0702 -0.68
P -3.7453 0.3874 0.0242 0.44
S -4.1875 -0.6682 -1.6124 -0.12
Cl -4.2913 -0.8074 1.6349 -0.15
Cl -5.1597 1.8576 0.1913 -0.19
H -0.5310 -2.7394 -0.1024 0.27
H -1.2160 -0.9680 -0.0219 0.10
H 0.6720 -1.4578 0.3093 0.32
```

molecular weight: 148.98 u
total charge: 0
gap between HOMO and LUMO (alpha / beta): 9.94 / 5.66 eV

---

<B>
Below is 2 unconnected molecules or ions with the total composition CH3Cl2PS, with properties calculated with ωB97M-V with the def2-TZVPD basis set.

```
8
Properties=species:S:1:pos:R:3:mulliken_charge:R:1
C 1.1163 1.3128 -0.4306 -0.53
P -2.0954 -1.4248 1.2137 0.28
S 1.4608 -0.0889 0.6584 -0.12
Cl -2.3401 -0.9046 -0.6881 -0.14
Cl -1.3881 -3.2857 1.1933 -0.13
H 1.6481 1.0819 -1.3093 0.27
H 1.5055 2.2295 -0.0525 0.27
H 0.0929 1.0799 -0.5849 0.11
```

molecular weight: 148.98 u
total charge: 0
gap between HOMO and LUMO (alpha / beta): 8.02 / 6.54 eV

---

The winner here is <B>, beating the second structure by 0.0142 hartree.

---

<A>
Below is a molecular structure, C4H10NO2, with properties calculated with ωB97M-V with the def2-TZVPD basis set.

```
17
Properties=species:S:1:pos:R:3:mulliken_charge:R:1
C 0.5655 -0.5029 2.9863 -0.08
N 1.4229 -0.7855 2.0170 -0.35
O -0.5924 -0.1105 2.8707 -0.63
H 1.0021 -0.6068 4.0146 0.28
H 2.3378 -1.0096 2.3717 0.15
H 1.2198 -0.5821 0.8199 0.42
C -0.2363 -0.7607 -0.7685 -0.35
O 1.0447 -0.4205 -0.3996 -0.78
C -0.7329 0.1017 -1.9338 -0.41
C -0.7514 1.5791 -1.5657 -1.08
H -0.9498 -0.6473 0.0703 0.20
H -0.3116 -1.8181 -1.0924 0.19
H -1.7269 -0.2222 -2.2422 0.30
H -0.0519 -0.0575 -2.7755 0.26
H -1.0481 2.2129 -2.4040 0.34
H 0.2428 1.8713 -1.2283 0.27
H -1.4343 1.7585 -0.7403 0.28
```

molecular weight: 104.13 u
total charge: -1
gap between HOMO and LUMO: 8.21 eV

---

<B>
Below is a gas-phase ion, C4H10NO2 (charge -1), with properties calculated with ωB97M-V with the def2-TZVPD basis set.

```
17
Properties=species:S:1:pos:R:3:mulliken_charge:R:1
C 0.1615 1.0149 -2.1490 -1.38
C 0.6173 0.2962 -0.8558 0.42
O 0.8460 -1.0678 -1.1212 -0.70
C -0.5436 0.4234 0.1656 -0.92
N -0.0773 0.2657 1.5509 -0.39
C -0.1559 -1.1534 2.0181 -0.34
O 0.5169 -1.9245 1.1180 -0.85
H 0.1569 2.0945 -1.9603 0.32
H 0.8684 0.8630 -2.9565 0.36
H -0.8379 0.6328 -2.3404 0.33
H 1.5307 0.6823 -0.3781 0.26
H 0.7330 -1.5585 -0.1815 0.45
H -1.2230 -0.3690 -0.1789 0.26
H -1.0681 1.3885 0.1692 0.43
H -0.5775 0.9718 2.0763 0.21
H -1.2238 -1.4332 2.0003 0.26
H 0.2765 -1.1266 3.0234 0.28
```

molecular weight: 104.13 u
total charge: -1
gap between HOMO and LUMO: 7.61 eV
SMILES string: C[C@H](O)CNC[O-]

---

The winner here is <A>, beating the second structure by 0.0409 hartree.